(1)
This record from the Open Molecules 2025 dataset describes a molecular structure, C35H39N5Tm in a non-equilibrium geometry. The level of theory is wB97M-V/def2-TZVPD.

Structure (ORCA input):
```
! RIJCOSX wB97M-V def2-TZVPD def2/J DEFGRID3
* xyz -1 3
Tm 0.4355 0.3484 0.3593
N 0.3543 2.3042 1.6365
N 1.9591 1.4093 -1.5885
C -1.2821 -1.3679 -0.5483
C -1.6411 -0.0624 -1.0240
C -2.0512 0.7166 0.1063
C -2.5183 2.1288 0.0950
H -2.6877 2.4764 -0.9290
H -1.7775 2.7900 0.5651
H -3.4542 2.2301 0.6606
C -1.9558 -0.1035 1.2726
C -2.4073 0.3025 2.6273
H -3.5064 0.3204 2.6974
H -2.0471 1.3083 2.8790
H -2.0365 -0.3873 3.3915
C -1.4835 -1.3934 0.8710
C -1.3581 -2.5840 1.7518
H -0.7554 -2.3615 2.6428
H -0.8768 -3.4128 1.2218
H -2.3433 -2.9326 2.0993
C -1.6660 0.3794 -2.4467
H -2.6352 0.1561 -2.9205
H -0.8886 -0.1283 -3.0339
H -1.4941 1.4610 -2.5253
C -0.9073 -2.5300 -1.3994
H -0.2349 -3.2128 -0.8636
H -0.3813 -2.2002 -2.3037
H -1.7904 -3.1072 -1.7187
C 0.4567 2.7305 2.9022
H -0.4232 2.5691 3.5275
C 1.6202 3.3248 3.3583
H 1.6633 3.6428 4.3964
C 2.7153 3.4970 2.5046
H 3.6556 3.8922 2.8797
C 2.5939 3.1750 1.1612
H 3.3946 3.2926 0.4308
C 1.3313 2.6740 0.7166
C 0.8955 2.4270 -0.6234
H 0.4056 3.1003 -1.3347
C 1.8605 0.0729 -1.4621
C 2.6843 1.7416 -2.7034
H 2.8607 2.7638 -2.9540
C 3.0625 0.6079 -3.3080
H 3.6642 0.4321 -4.1944
N 2.4701 -0.4370 -2.5751
C 2.3336 -1.7708 -3.0381
C 1.8897 -1.9945 -4.3595
C 1.7634 -3.3118 -4.7909
H 1.4404 -3.4929 -5.8191
C 2.0215 -4.3912 -3.9475
C 1.9181 -5.7948 -4.4558
H 1.5737 -6.4717 -3.6685
H 2.8895 -6.1666 -4.8063
H 1.2223 -5.8510 -5.2977
C 2.4053 -4.1375 -2.6285
H 2.5945 -4.9750 -1.9512
C 2.5715 -2.8401 -2.1546
C 2.9945 -2.6146 -0.7381
H 3.7067 -1.7909 -0.6188
H 3.4747 -3.5329 -0.3683
H 2.1340 -2.4335 -0.0696
C 1.4870 -0.8765 -5.2657
H 2.3288 -0.2421 -5.5670
H 0.6961 -0.2373 -4.8444
H 1.0778 -1.3254 -6.1795
N 3.9718 -0.4092 2.7997
C 3.1912 -0.1564 1.7442
N 1.8959 -0.3316 2.0695
C 1.8630 -0.6859 3.4333
C 0.7998 -0.9397 4.3055
C 1.1148 -1.2828 5.6303
C 2.4495 -1.3423 6.0711
C 3.5094 -1.0563 5.1973
C 3.1737 -0.7419 3.8897
H 4.9903 -0.3438 2.8149
H 3.5770 0.1105 0.7589
H -0.2190 -0.8523 3.9301
H 0.3135 -1.5106 6.3358
H 2.6543 -1.6157 7.1074
H 4.5592 -1.0756 5.4886
*
```

Values from the calculation:
E_HOMO (spin up / spin down): -0.54 / -0.56 eV
<S²>: 2.1122
DFT total energy: -73905.97880 eV

(2)
This record from the Open Molecules 2025 dataset describes a molecular structure, C35H40N3O8 in a non-equilibrium geometry. The level of theory is wB97M-V/def2-TZVPD.

Structure (ORCA input):
```
! RIJCOSX wB97M-V def2-TZVPD def2/J DEFGRID3
* xyz 1 1
C -3.4526 3.1153 1.3349
C -2.7786 2.5913 -0.0171
N -1.7716 1.5563 0.3119
C -0.5496 1.7803 0.7539
C 0.1804 0.6253 0.7739
N -0.6726 -0.2717 0.1939
C -1.7336 0.3473 -0.1011
C -0.4446 -1.6357 -0.1071
H -2.6726 3.6123 2.0029
H -3.7346 2.1613 1.7599
H -4.2896 3.9303 1.1509
H -2.2706 3.3633 -0.4801
H -3.5986 2.2613 -0.7491
H -0.3416 2.7573 0.8879
H 1.0844 0.2593 1.0529
H -2.4566 -0.0227 -0.7701
H -0.0436 -2.0007 0.7929
H 0.2354 -1.8607 -0.8081
H -1.2546 -2.2497 -0.4431
N 0.8444 -2.7777 3.1659
C 1.4294 -1.6617 3.6379
C 2.8624 -1.5707 3.6839
C 3.4774 -2.7317 3.3099
C 2.9184 -3.9077 2.8709
C 1.4964 -3.8177 2.7509
H 0.7364 -1.0967 4.1119
H 3.2844 -0.5717 3.8459
H 4.5724 -2.8187 3.1149
H 3.3794 -4.8367 2.6029
H 0.8494 -4.7247 2.5039
C -0.3236 6.0003 -3.1371
C 0.2194 5.3103 -1.9411
C 1.3194 4.3473 -2.0801
C 1.9834 4.2643 -3.3691
C 1.4204 4.8703 -4.4361
C 0.4034 5.7803 -4.3731
O -0.0746 6.4023 -5.4891
O 1.6614 3.7613 -0.9371
H -1.1086 6.7213 -2.9621
H -0.1396 5.5813 -0.9851
H 2.7454 3.5923 -3.7241
H 2.1014 4.6283 -5.4161
H -0.4116 7.1573 -5.4651
H 2.2894 3.2583 -1.1041
C -0.7616 3.6973 4.2949
C -2.1796 4.2083 4.6699
C -3.2316 3.2143 4.9099
C -2.8416 1.8623 4.9479
C -1.5506 1.4543 4.6479
C -0.4746 2.3533 4.3559
O 0.8624 1.9703 4.4549
O -4.5056 3.6203 5.0959
H -0.0226 4.4433 4.1869
H -2.4376 5.2943 4.5699
H -3.5906 1.2693 5.2979
H -1.4046 0.3983 4.5279
H 1.6224 2.5533 4.2859
H -4.3756 4.5113 5.2129
C -0.3716 -5.9307 -1.2921
C -0.5836 -5.9187 -2.8751
C -1.7646 -5.2447 -3.2411
C -2.5376 -4.5577 -2.1591
C -2.3336 -4.6767 -0.8091
C -1.2346 -5.3387 -0.3601
O -0.8586 -5.4907 1.0039
O -2.0626 -5.1077 -4.5071
H 0.6684 -6.4797 -1.1101
H 0.0854 -6.3377 -3.6921
H -3.5726 -4.1517 -2.5381
H -2.9486 -4.1167 -0.1831
H 0.0694 -5.9107 1.1579
H -2.8716 -4.7527 -4.8661
C 3.1134 -1.5987 -1.4021
C 3.2204 -3.0497 -1.8981
C 2.6524 -3.3767 -3.0891
C 2.2984 -2.3587 -4.0351
C 2.1874 -1.0747 -3.5541
C 2.7644 -0.6687 -2.2271
O 2.5554 0.6473 -1.8161
O 2.4154 -4.6777 -3.4381
H 3.6554 -1.5027 -0.2701
H 3.3564 -3.8367 -1.2131
H 2.1614 -2.6077 -5.0751
H 2.0394 -0.3167 -4.2661
H 3.4094 0.8943 -1.2531
H 2.0094 -4.7877 -4.1731
*
```

Values from the calculation:
E_HOMO: -10.04 eV
DFT total energy: -57776.44065 eV
ΔE to the lowest compared entry with this formula, charge and spin: 220.2 kJ/mol

(3)
This record from the Open Molecules 2025 dataset describes a molecular structure, C35H40N7Sc in a non-equilibrium geometry. The level of theory is wB97M-V/def2-TZVPD.

Structure (ORCA input):
```
! RIJCOSX wB97M-V def2-TZVPD def2/J DEFGRID3
* xyz 2 1
Sc -0.5108 0.0843 0.8211
C -1.7135 2.6851 4.5189
C -1.6110 1.6340 5.4536
C -1.5549 0.3077 4.9995
C -1.5645 0.0861 3.6010
C -1.4454 1.1439 2.7107
C -1.6856 2.4682 3.1444
C -1.2333 -1.3159 3.1653
C -0.7813 -2.2710 4.0664
C -0.7626 -3.6161 3.7444
C -1.2501 -3.9963 2.4531
C -1.3431 -5.3984 2.1294
C -1.9377 -5.7601 0.9112
C -2.1487 -4.7812 -0.0653
C -2.0468 -3.4088 0.2742
C -1.5898 -2.9816 1.5021
N -1.4332 -1.6442 1.8448
H -1.8605 3.7027 4.9142
H -1.5462 1.8783 6.5498
H -1.6846 -0.5460 5.6820
H -1.7511 3.3007 2.4555
H -0.4290 -2.0340 5.0451
H -0.2687 -4.3105 4.4104
H -0.9482 -6.2074 2.7916
H -2.2019 -6.7319 0.6573
H -2.4602 -5.0589 -1.0944
H -2.1651 -2.6206 -0.4408
C 1.5682 -0.0564 -3.7787
N 1.7948 -1.2528 -3.0044
C 2.4920 -2.4022 -3.5517
C 1.5389 -1.2019 -1.6403
N 0.3900 -0.7409 -1.0998
C -0.8487 -0.5629 -1.7931
C -1.2866 -1.4657 -2.7710
C -2.6495 -1.4176 -3.1736
C -3.5231 -0.5737 -2.5787
C -3.0873 0.4868 -1.7139
C -3.9694 1.4345 -1.2195
C -3.5246 2.5725 -0.5557
C -2.1737 2.8445 -0.4462
C -1.2132 1.8164 -0.8149
N 0.1246 1.8650 -0.3266
C 1.0797 2.7767 -0.4317
N 1.0693 3.6603 -1.4601
C 1.7265 4.9845 -1.2114
C 0.1409 3.6087 -2.6054
N 2.1282 2.7879 0.4351
C 3.4886 2.7931 -0.1823
C 2.1286 2.2034 1.7379
C -1.7042 0.5215 -1.3514
N 2.5010 -1.6238 -0.7632
C 2.2209 -1.9317 0.6970
C 3.9667 -1.7062 -1.1905
H 2.0531 -0.1387 -4.7306
H 1.8918 0.8777 -3.2664
H 0.4737 0.0023 -3.9414
H 3.2969 -2.0893 -4.1972
H 1.7745 -2.9753 -4.1017
H 2.7286 -3.0010 -2.7145
H -0.5442 -2.0612 -3.2292
H -3.0431 -2.1308 -3.9093
H -4.6127 -0.7538 -2.5996
H -5.0215 1.1923 -1.4199
H -4.2839 3.2159 -0.1380
H -1.8985 3.7715 0.0787
H 2.1917 5.0804 -0.2299
H 1.0175 5.8602 -1.2064
H 2.4956 5.1498 -1.9693
H -0.1298 2.5713 -2.8381
H 0.7018 3.9985 -3.4561
H -0.7695 4.1592 -2.2899
H 3.5690 3.5139 -0.9824
H 3.6434 1.8169 -0.6024
H 4.2358 3.0197 0.5969
H 2.7772 2.7090 2.4274
H 2.5281 1.1631 1.6922
H 1.1490 2.1087 2.2055
H 1.8590 -2.9332 0.8538
H 1.4054 -1.2973 0.9981
H 3.1012 -1.6940 1.3450
H 4.1559 -0.9904 -2.0066
H 4.2526 -2.7335 -1.4749
H 4.5505 -1.4401 -0.3454
*
```

Values from the calculation:
E_HOMO: -12.85 eV
DFT total energy: -68061.18284 eV

(4)
This record from the Open Molecules 2025 dataset describes 3 unconnected molecules or ions with the total composition C35H40NO7 in a non-equilibrium geometry. The level of theory is wB97M-V/def2-TZVPD.

Structure (ORCA input):
```
! RIJCOSX wB97M-V def2-TZVPD def2/J DEFGRID3
* xyz 1 1
C 5.6445 -3.5175 1.6378
C 6.5140 -2.2896 1.2344
C 6.0548 -0.9847 1.9227
C 4.5506 -0.6458 1.7246
C 4.1115 -0.5719 0.2299
C 3.4989 0.7838 -0.2027
C 2.4594 1.3766 0.7925
C 1.1143 1.8135 0.1082
C 0.7688 3.2576 0.5350
C -0.6265 3.7058 0.0691
N -1.7382 3.0506 0.8212
C -1.6124 2.7516 2.1261
C -2.6049 2.1136 2.8274
C -3.7749 1.7803 2.1272
C -4.9101 1.0350 2.8257
O -5.9888 1.5718 2.9211
O -4.7227 -0.1893 3.3912
C -3.9357 -1.1062 2.6059
C -4.6563 -1.6765 1.3938
C -4.5026 -1.2258 0.0889
C -5.1632 -1.8178 -0.9811
C -6.0079 -2.9028 -0.7844
C -6.1837 -3.3508 0.5252
C -5.5241 -2.7580 1.5895
C -3.9372 2.1183 0.7916
C -2.8741 2.7620 0.1712
O -3.0064 3.0823 -1.1454
H 4.9403 -3.7179 0.8116
H 6.2335 -4.4307 1.7794
H 5.0649 -3.2733 2.5376
H 6.5388 -2.1450 0.1440
H 7.5547 -2.5007 1.5337
H 6.6313 -0.1078 1.5807
H 6.2558 -1.0904 3.0025
H 3.9851 -1.4665 2.2009
H 4.3183 0.2584 2.3086
H 5.0066 -0.7795 -0.3787
H 3.3862 -1.3833 0.0535
H 3.0515 0.6407 -1.2006
H 4.3220 1.5075 -0.3219
H 2.8922 2.2980 1.2149
H 2.2743 0.6892 1.6314
H 0.3398 1.0907 0.4318
H 1.2222 1.7403 -0.9810
H 1.4786 3.9031 -0.0055
H 0.9632 3.4435 1.6020
H -0.7314 4.8011 0.0837
H -0.6953 3.4211 -0.9888
H -0.7129 3.0037 2.6830
H -2.4648 1.8760 3.8805
H -2.9548 -0.7094 2.2903
H -3.7148 -1.9534 3.2717
H -3.8465 -0.3813 -0.1396
H -4.9833 -1.4443 -1.9899
H -6.4895 -3.3524 -1.6513
H -6.8332 -4.2127 0.6923
H -5.6998 -3.1778 2.5817
H -4.8637 1.8819 0.2687
H -3.1098 2.2253 -1.5914
C 2.9099 3.9352 -4.3593
C 2.6700 4.3823 -5.5898
C 1.3525 4.9570 -5.9560
O 1.1295 5.3625 -7.0729
C 0.3138 5.0151 -4.8956
C 0.5569 4.5673 -3.6669
C 1.8741 3.9931 -3.3034
O 2.1014 3.5835 -2.1784
H 3.8644 3.5120 -4.0735
H 3.4155 4.3484 -6.3738
H -0.6412 5.4385 -5.1799
H -0.1893 4.6024 -2.8830
C -2.0239 -4.0447 0.4040
C -1.1197 -4.4877 1.2743
C 0.0040 -5.3554 0.8427
O 0.8257 -5.7593 1.6354
C 0.0804 -5.7087 -0.5961
C -0.8244 -5.2654 -1.4660
C -1.9463 -4.3976 -1.0338
O -2.7705 -3.9904 -1.8258
H -2.8517 -3.4122 0.6989
H -1.1594 -4.2405 2.3281
H 0.9068 -6.3421 -0.8924
H -0.7850 -5.5134 -2.5191
*
```

Values from the calculation:
E_HOMO: -12.02 eV
DFT total energy: -52757.25761 eV

(5)
This record from the Open Molecules 2025 dataset describes a molecular structure, C35H41AlBr3FKN3O13PS2 in a non-equilibrium geometry. The level of theory is wB97M-V/def2-TZVPD.

Structure (ORCA input):
```
! RIJCOSX wB97M-V def2-TZVPD def2/J DEFGRID3
* xyz 1 1
C 1.8654 0.7418 -0.3692
C 1.2411 -0.4801 -1.1481
O 1.2728 -0.0764 -2.5498
C -0.0646 -0.1028 -3.0559
C -0.9660 1.0475 -2.4757
O -0.3496 2.3298 -2.5951
S -1.5518 3.5030 -2.6210
O -0.7870 4.7865 -2.6291
O -2.3709 3.4141 -3.8527
N -2.3697 3.2550 -1.1812
S -4.0416 3.1582 -1.4011
O -4.6299 3.2312 -0.0210
O -4.6206 4.3136 -2.1654
C -4.5976 1.6152 -2.2212
C -5.5810 0.7437 -1.3662
C -7.0636 0.7753 -1.9054
C -7.9215 -0.1588 -0.9964
O -9.3259 0.0868 -1.1615
H 2.7568 1.0440 -0.9774
H 2.1702 0.4867 0.7073
H 1.1739 1.6087 -0.3884
H 0.2168 -0.6822 -0.7777
H 1.8572 -1.4071 -1.0578
H -0.5778 -1.0457 -2.7423
H -0.1198 0.0191 -4.1627
H -1.8668 1.0582 -3.1450
H -1.3083 0.8370 -1.4380
H -3.7603 0.9660 -2.5417
H -5.1399 1.9333 -3.1418
H -5.2565 -0.3213 -1.4999
H -5.5482 0.9347 -0.2762
H -7.4108 1.8326 -1.8846
H -7.0864 0.4041 -2.9552
H -7.6704 0.0442 0.0703
H -7.7338 -1.2381 -1.2153
H -9.6869 -0.2659 -0.3382
C 5.9680 -10.0338 -3.4921
N 5.7328 -8.5840 -3.6617
C 5.8511 -7.7700 -2.5905
C 5.6794 -6.4094 -2.7159
C 5.3827 -5.8458 -3.9672
C 5.2467 -6.7282 -5.0523
C 5.4231 -8.0818 -4.8770
C 5.2503 -4.3939 -4.1522
C 6.0603 -3.7012 -5.0758
C 5.8954 -2.3501 -5.2734
N 4.9466 -1.6525 -4.5861
C 4.1679 -2.2739 -3.6758
C 4.3053 -3.6311 -3.4450
C 4.7416 -0.2094 -4.8377
H 5.2852 -10.4048 -2.7297
H 7.0041 -10.1717 -3.1865
H 5.7882 -10.5471 -4.4322
H 6.0968 -8.2311 -1.6431
H 5.8016 -5.7875 -1.8374
H 4.9999 -6.3608 -6.0409
H 5.3274 -8.7778 -5.6987
H 6.8254 -4.2184 -5.6407
H 6.5043 -1.8039 -5.9800
H 3.4313 -1.6679 -3.1528
H 3.6532 -4.0943 -2.7092
H 4.8623 0.3242 -3.8965
H 3.7345 -0.0762 -5.2326
H 5.4719 0.1433 -5.5605
C -5.3372 3.6305 3.3199
Br -4.8536 1.8477 3.8963
Br -7.2190 3.7549 2.9191
Br -4.7182 4.9745 4.5658
H -4.8135 3.8156 2.3874
C 1.2020 3.8111 9.9276
C 2.4139 3.2154 9.5878
C 2.7927 3.1172 8.2568
C 1.9538 3.6048 7.2580
C 0.7269 4.1812 7.5980
C 0.3593 4.2927 8.9363
C -0.1990 4.6614 6.5454
O -1.2626 5.1675 6.8339
C 0.1961 4.5058 5.1215
C -0.6850 4.8988 4.1160
C -0.3226 4.7680 2.7816
C 0.9263 4.2521 2.4469
C 1.8076 3.8551 3.4457
C 1.4399 3.9728 4.7846
C 2.3759 3.5108 5.8420
O 3.4646 3.0611 5.5423
H 0.9125 3.8946 10.9677
H 3.0641 2.8291 10.3628
H 3.7378 2.6579 7.9971
H -0.5845 4.7503 9.2043
H -1.6594 5.3026 4.3664
H -1.0148 5.0671 2.0013
H 1.2115 4.1545 1.4032
H 2.7776 3.4479 3.1796
O -9.6569 -1.1928 1.5433
P -9.4911 -2.5657 2.1958
O -8.0093 -2.8320 2.4544
O -10.0663 -3.6272 1.2622
O -10.2329 -2.6258 3.5294
K 2.0335 6.1650 2.0115
Al 2.1998 -4.6299 -4.0537
F 1.9457 1.2522 2.0861
*
```

Values from the calculation:
E_HOMO: -8.92 eV
DFT total energy: -334749.96641 eV

Q: Which of these has the lowest DFT total energy?
A: C35H41AlBr3FKN3O13PS2

Q: Number 5 is which compound?
A: C35H41AlBr3FKN3O13PS2

Q: What is the DFT total energy in the fourth record?
A: -52757.25761 eV

Q: Which of these has the lowest DFT total energy?
A: C35H41AlBr3FKN3O13PS2